[1]
The following is a DFT calculation (wB97M-V/def2-TZVPD) of C3H2FNO in the gas phase at a distorted geometry.

Computed properties:
Gap between HOMO and LUMO (spin up / spin down) (Eh): 0.288 / 0.288
Multiplicity: 1
E (eV): -9389.1987
Charge: 0
Maximum force (eV Å⁻¹): 8.75
Energy above the lowest of the compared OMol25 structures with the same formula, charge and spin (kJ/mol): 801.7

```
8
Properties=species:S:1:pos:R:3:forces:R:3:nbo_charge:R:1
C -1.001 -0.339 0.303 -1.8 -0.8 -0.2 -0.251
C 1.289 0.861 -0.433 -6.8 -5.5 -0.1 0.149
C -0.128 -1.269 -0.084 3.2 1.0 -0.4 0.410
N -0.815 0.946 0.561 -0.9 1.4 0.1 -0.211
O 0.380 1.474 0.159 1.6 0.9 0.4 -0.243
F 0.137 -2.395 -0.729 -1.2 1.6 0.6 -0.278
H -2.084 -0.445 0.629 1.4 -0.8 -0.5 0.284
H 2.221 1.166 -0.405 4.5 2.2 0.2 0.140
```
Forces are in eV/Å.

---

[2]
The following is a DFT calculation (wB97M-V/def2-TZVPD) of C3H2FNOS in the gas phase at a distorted geometry.

Computed properties:
Gap between HOMO and LUMO (Eh): 0.384
Multiplicity: 1
E (eV): -20230.3016
Charge: 0
Maximum force (eV Å⁻¹): 3.96
Energy above the lowest of the compared OMol25 structures with the same formula, charge and spin (kJ/mol): 234.6

```
9
Properties=species:S:1:pos:R:3:forces:R:3:nbo_charge:R:1
C -0.942 -0.264 0.515 1.3 2.5 0.0 -0.001
C 0.325 -0.547 0.355 1.6 -0.7 -0.5 -0.437
C -1.837 2.099 0.468 -1.2 3.1 0.0 0.343
N -1.440 1.031 0.444 0.9 -3.9 -0.2 -0.549
O 2.094 -1.010 -1.240 1.1 -1.2 -1.2 -0.883
F 0.852 1.173 -1.460 0.9 -0.8 0.8 -0.522
S 1.779 0.152 -0.486 -2.3 2.1 0.2 1.585
H -1.477 -1.061 0.886 -2.1 -1.1 0.7 0.231
H 0.645 -1.573 0.517 -0.2 0.0 0.1 0.233
```
Forces are in eV/Å.

---

[3]
The following is a DFT calculation (wB97M-V/def2-TZVPD) of C3H2FNS in the gas phase at a distorted geometry.

Computed properties:
Gap between HOMO and LUMO (Eh): 0.297
Structure (SMILES): N#CC(=S)CF
Multiplicity: 1
E (eV): -18183.6689
Charge: 0
Maximum force (eV Å⁻¹): 5.86
Energy above the lowest of the compared OMol25 structures with the same formula, charge and spin (kJ/mol): 84.7

```
8
Properties=species:S:1:pos:R:3:forces:R:3:nbo_charge:R:1
C 0.327 -0.843 0.020 -0.4 -4.5 0.6 -0.003
C -0.581 0.368 -0.155 2.2 -2.1 1.7 -0.313
C -0.011 1.636 -0.017 2.0 5.5 -0.6 0.211
H 0.133 -1.576 1.018 0.1 2.7 -2.1 0.206
H 0.119 -1.636 -0.767 -0.4 1.3 0.5 0.203
N 0.436 2.737 -0.002 -1.6 -4.1 0.1 -0.203
F 1.666 -0.686 -0.069 1.0 1.1 0.2 -0.347
S -2.090 0.000 -0.029 -3.0 0.1 -0.4 0.245
```
Forces are in eV/Å.

---

[4]
The following is a DFT calculation (wB97M-V/def2-TZVPD) of a molecular structure, C3H2FO2Pm at a distorted geometry.

Computed properties:
Gap between HOMO and LUMO (spin up / spin down) (Eh): 0.222 / 0.226
Multiplicity: 5
E (eV): -26503.4113
Charge: 0
Maximum force (eV Å⁻¹): 1.77
Energy above the lowest of the compared OMol25 structures with the same formula, charge and spin (kJ/mol): 0.0

```
9
Properties=species:S:1:pos:R:3:forces:R:3:nbo_charge:R:1
C 1.470 0.400 0.043 -0.3 1.2 0.5 0.238
C -1.640 0.128 0.068 0.0 -0.7 -0.6 0.190
O 0.955 1.239 0.760 1.3 -1.0 -0.7 -0.643
O 0.558 -0.547 -0.543 0.5 -1.2 -0.9 -0.611
C -0.664 -0.782 0.025 -0.2 1.1 1.1 0.015
H -2.507 0.070 0.725 0.1 -0.1 -0.4 0.168
F -1.694 1.151 -0.811 0.2 0.1 0.6 -0.336
H -0.748 -1.667 0.659 0.1 0.3 -0.1 0.178
Pm 4.271 0.008 -0.926 -1.7 0.2 0.6 0.801
```
Forces are in eV/Å.

---

[5]
The following is a DFT calculation (wB97M-V/def2-TZVPD) of a molecular structure, C3H2FO2Ru at a distorted geometry.

Computed properties:
Gap between HOMO and LUMO (spin up / spin down) (Eh): 0.276 / 0.208
Multiplicity: 7
E (eV): -12521.7662
Charge: +1
Maximum force (eV Å⁻¹): 4.79
Energy above the lowest of the compared OMol25 structures with the same formula, charge and spin (kJ/mol): 52.3

```
9
Properties=species:S:1:pos:R:3:forces:R:3:nbo_charge:R:1
O 0.728 1.060 -0.747 1.3 0.2 -0.9 -0.097
C 3.152 0.410 0.930 -0.4 -0.8 0.7 0.517
C -0.365 0.717 -0.347 -3.8 0.5 2.9 0.751
O 2.676 -0.358 1.617 0.4 0.8 -0.7 -0.510
C -0.925 -0.584 -0.172 2.1 0.9 0.8 -0.874
F -1.166 1.719 0.185 1.4 -1.3 -1.3 -0.264
H -0.201 -1.391 -0.332 -0.3 -0.1 -0.1 0.291
H -1.577 -0.675 0.703 0.2 0.1 -0.1 0.301
Ru -2.321 -0.898 -1.838 -1.1 -0.3 -1.3 0.885
```
Forces are in eV/Å.

---

[6]
The following is a DFT calculation (wB97M-V/def2-TZVPD) of a molecular structure, C3H2FO2Ru at a distorted geometry.

Computed properties:
Gap between HOMO and LUMO (spin up / spin down) (Eh): 0.246 / 0.272
Multiplicity: 7
E (eV): -12519.7039
Charge: +1
Maximum force (eV Å⁻¹): 7.24
Energy above the lowest of the compared OMol25 structures with the same formula, charge and spin (kJ/mol): 251.3

```
9
Properties=species:S:1:pos:R:3:forces:R:3:nbo_charge:R:1
O 0.366 -1.254 -0.857 3.1 0.4 1.8 -0.344
C -1.217 -0.790 -1.748 -3.0 5.7 3.3 0.694
C 0.535 -0.631 0.299 -4.5 -0.3 -1.3 0.356
O -1.594 0.193 -1.139 1.0 -5.5 -4.2 -0.542
C -0.064 0.705 0.271 1.4 -1.0 1.0 -0.288
F 0.030 -1.394 1.361 1.3 1.1 -0.6 -0.327
H 0.201 1.451 -0.486 -0.1 -0.4 0.3 0.256
H -0.660 0.948 1.156 0.1 0.2 -0.4 0.270
Ru 2.402 0.772 1.143 0.6 -0.2 0.1 0.924
```
Forces are in eV/Å.

---

[7]
The following is a DFT calculation (wB97M-V/def2-TZVPD) of a molecular structure, C3H2FO2Yb at a distorted geometry.

Computed properties:
Gap between HOMO and LUMO (spin up / spin down) (Eh): 0.209 / 0.235
Multiplicity: 2
E (eV): -41463.4964
Charge: +2
Maximum force (eV Å⁻¹): 3.80
Energy above the lowest of the compared OMol25 structures with the same formula, charge and spin (kJ/mol): 122.1

```
9
Properties=species:S:1:pos:R:3:forces:R:3:nbo_charge:R:1
H -2.190 -0.912 -1.263 -0.2 -0.1 0.1 0.529
F 0.727 1.711 0.193 0.3 0.4 0.9 -0.266
O 1.546 -0.252 -0.206 2.0 -0.6 0.2 -0.818
O -1.419 -0.337 -1.359 0.7 0.6 0.0 -0.607
C 0.560 0.433 0.006 -3.0 0.5 -2.3 0.879
C -1.119 -0.419 1.052 -0.6 1.4 0.2 -0.094
C -0.949 0.048 -0.181 2.1 -1.8 1.1 0.168
H -1.106 -0.020 2.063 0.0 -0.4 -0.1 0.252
Yb 3.950 -0.252 -0.307 -1.2 0.0 0.0 1.956
```
Forces are in eV/Å.

---

[8]
The following is a DFT calculation (wB97M-V/def2-TZVPD) of a molecular structure, C3H2HgLiO2 at a distorted geometry.

Computed properties:
Gap between HOMO and LUMO (spin up / spin down) (Eh): 0.266 / 0.301
Multiplicity: 3
E (eV): -11607.2399
Charge: +1
Maximum force (eV Å⁻¹): 2.42
Energy above the lowest of the compared OMol25 structures with the same formula, charge and spin (kJ/mol): 34.3

```
9
Properties=species:S:1:pos:R:3:forces:R:3:nbo_charge:R:1
C 1.173 -1.607 -1.064 -1.4 0.3 -1.1 -0.339
C 0.543 -0.760 -1.692 0.1 -2.0 0.3 -0.133
H 1.440 -2.655 -0.996 0.6 0.6 0.5 0.286
H -0.263 -0.453 -2.347 0.7 0.9 0.3 0.280
O -0.680 1.154 -0.464 -0.1 1.1 1.2 -0.684
C -0.601 1.732 0.614 -0.3 0.4 -2.4 0.711
O -0.399 1.269 1.761 0.1 0.3 1.7 -0.951
Hg -0.564 -0.959 0.893 0.2 -1.4 -0.3 0.850
Li -0.649 2.279 3.295 0.1 -0.1 -0.3 0.980
```
Forces are in eV/Å.